53
Properties=species:S:1:pos:R:3:mulliken_charge:R:1 method="wB97M-V/def2-TZVPD" de_lowest_kj_mol=0.5 e_homo_ha=-0.309 e_lumo_ev=0.14
O -2.37 0.05 7.20 -0.4546
H -4.38 0.44 7.55 0.3386
C 1.10 0.75 -1.41 -1.2802
C 0.98 1.00 -6.03 0.4184
C -3.18 0.69 5.00 -0.3135
C 1.87 0.65 -4.87 0.6197
H 1.67 0.32 -0.57 0.6201
N 1.91 0.56 -2.59 0.5668
C -2.75 -0.93 0.87 1.0339
H 0.93 1.81 -1.24 0.2069
O 1.37 1.19 -7.15 -0.6009
C -2.28 -0.87 -0.40 -1.6904
C -0.80 0.18 0.96 0.5696
H 5.57 -1.05 -2.84 0.4626
C 5.75 -1.01 -4.98 -0.5637
C -1.03 -0.16 -0.37 0.8793
C 5.12 -0.68 -6.18 -0.4881
H 1.22 0.40 1.62 0.3568
H 0.47 1.89 1.07 0.3885
C -1.27 -0.74 5.30 -0.6415
C 3.16 -0.04 -2.49 0.8115
C 3.83 -0.25 -3.77 -0.0445
H 0.02 1.20 2.63 0.3200
H 6.74 -1.44 -5.00 0.4050
H -3.23 0.67 8.89 0.2426
H 3.36 0.13 -7.11 0.5428
H -3.75 -2.14 2.31 0.3088
C -3.38 0.80 7.82 -0.8469
C 0.29 0.96 1.60 -1.6224
N -1.85 -0.28 1.69 0.6452
H -4.39 -2.24 0.66 0.3920
H -0.43 0.87 -4.75 0.4359
C 3.19 0.09 -4.98 0.5888
H -3.98 1.30 5.39 0.4068
C 5.11 -0.80 -3.79 -0.5201
H 5.63 -0.85 -7.12 0.4162
N 1.31 0.87 -3.72 -0.9796
C -3.02 0.59 3.63 -0.5175
H -2.72 -1.27 -1.29 0.5381
C -1.12 -0.84 3.94 0.0428
H -0.32 -1.44 3.52 0.5044
C -1.99 -0.17 3.09 -1.7295
H -3.69 1.13 2.97 0.5749
H -0.60 -1.26 5.98 0.4332
C 3.86 -0.14 -6.19 -0.7034
O -0.65 -0.27 -2.68 -0.7221
O 3.61 -0.33 -1.39 -0.7423
C -2.30 0.02 5.85 0.9598
H -3.30 1.87 7.58 0.3411
C -3.98 -1.57 1.41 -1.4397
H -4.74 -0.83 1.66 0.2648
C -0.26 0.06 -1.57 0.7748
O -0.30 1.09 -5.70 -0.5099